C51H88FN4O30P | ωB97M-V/def2-TZVPD

Results
2S+1: 1
HOMO: -8.4 eV
total charge: 0
frontier orbital gap: 8.02 eV
lowest unoccupied orbital energy: -0.376 eV
strongest force on any atom: 1.051 eV Å⁻¹

Last column: Mulliken charge in e.
Cartesian coordinates (Å):
1 H -0.07 -0.41 -3.86  0.325
2 O -1.83 0.45 -7.30  -0.570
3 H -0.13 -1.86 -4.88  0.335
4 H -9.85 0.57 0.40  0.305
5 C 4.29 0.76 -6.21  -0.222
6 H -2.17 8.28 -3.15  0.405
7 H 5.99 0.63 -4.89  0.311
8 H 8.56 -8.56 4.97  0.339
9 H 9.35 -6.55 2.94  0.257
10 O 11.09 -5.90 1.27  -0.563
11 C -0.33 4.97 0.00  1.164
12 C -0.58 5.96 -2.83  0.835
13 F 0.17 1.21 0.91  -0.327
14 H -3.58 1.73 1.36  0.270
15 H 2.62 3.83 -2.85  0.408
16 H 7.27 -8.70 6.19  0.352
17 H -2.19 -1.09 -10.63  0.220
18 H -0.78 4.75 -4.53  0.402
19 O -5.41 10.20 3.88  -0.350
20 C 3.46 1.88 -4.32  0.579
21 H -5.68 12.07 4.74  0.300
22 H 1.51 2.78 -1.94  0.220
23 C 12.84 -7.14 -0.28  -0.636
24 C -1.32 2.31 2.48  -2.096
25 H -6.93 -9.91 -2.18  0.292
26 C 1.83 5.54 0.43  -0.348
27 H 12.54 -6.40 -1.02  0.292
28 H -2.85 9.18 0.77  -0.099
29 C -0.45 1.08 2.15  0.670
30 O 0.17 -0.60 -7.23  -0.335
31 C -2.72 9.73 1.69  0.206
32 H 1.65 -5.39 4.34  0.323
33 O 4.39 2.63 -4.26  -0.577
34 H 4.55 1.73 -6.63  0.338
35 C -1.46 3.28 1.35  1.097
36 H 8.26 -7.89 2.58  0.129
37 H -2.28 1.98 2.85  0.681
38 H -1.42 -5.82 0.31  0.287
39 N 0.78 5.72 -0.29  -0.311
40 C -2.65 4.44 -0.44  0.730
41 H -3.05 -11.11 -0.17  0.319
42 H 7.19 -5.77 1.93  0.211
43 O -3.94 5.10 -2.86  -0.628
44 H -2.28 9.43 -1.79  0.421
45 O -4.00 9.61 2.36  -0.371
46 H 3.78 -6.44 3.49  0.225
47 C -2.38 -10.32 0.14  -1.150
48 C -3.83 5.02 3.31  0.113
49 H -1.63 -10.75 0.81  0.366
50 H 6.32 -3.23 4.98  0.299
51 O -0.52 -4.31 1.42  -0.281
52 H 5.21 -0.92 -5.22  0.301
53 O -7.21 0.44 -2.61  -0.369
54 H -1.45 9.71 3.42  0.441
55 H -2.44 -8.44 1.18  0.169
56 C -7.59 0.33 -1.34  0.809
57 H 9.19 -4.13 5.48  0.313
58 C -2.63 3.47 0.63  0.280
59 H 3.69 3.58 1.88  0.278
60 H -3.66 -9.59 1.72  0.327
61 C -8.59 -1.16 0.15  -0.159
62 O 1.29 -4.33 2.59  -0.349
63 H 0.26 4.03 -3.33  -0.392
64 C -1.51 5.16 -0.74  -1.695
65 H 2.84 -4.18 3.86  0.269
66 O -8.10 -0.88 -1.17  -0.392
67 C -3.87 2.68 0.94  -1.413
68 O -4.04 3.72 3.10  -0.315
69 H 8.62 -2.46 5.46  0.399
70 H -6.29 1.63 -3.97  0.311
71 H 3.60 5.83 -0.29  0.349
72 C -7.12 -9.04 -1.54  -0.650
73 H -5.12 10.80 5.84  0.293
74 O -7.47 1.18 -0.50  -0.572
75 C 0.42 -0.06 -5.92  0.320
76 C -0.35 -0.79 -4.84  -1.256
77 C -1.21 -0.22 2.15  -1.576
78 C 8.45 -3.46 5.06  -1.146
79 C -2.40 8.40 -2.10  -1.444
80 H 2.42 -6.86 2.44  0.370
81 C 0.20 -5.03 2.28  0.748
82 C -4.22 10.47 3.35  0.742
83 C -9.93 -0.52 0.42  -1.093
84 O 0.11 6.84 -3.26  -0.624
85 C -1.59 9.15 2.50  -0.948
86 H -1.81 8.11 2.76  0.150
87 H -5.22 4.26 1.49  0.093
88 H 3.26 2.57 -1.75  0.509
89 H -4.42 2.46 0.04  0.133
90 C -0.31 4.04 1.04  0.181
91 H -5.31 6.62 -1.49  0.248
92 H 2.85 4.10 3.32  0.381
93 C 7.05 -3.92 5.39  -0.233
94 C 1.87 4.58 1.51  0.733
95 H 0.31 1.00 2.92  0.272
96 H -7.72 -9.34 -0.69  0.301
97 C -1.70 -4.98 0.95  -0.695
98 O -5.90 -8.44 -1.12  -0.337
99 O -2.79 5.46 3.67  -0.427
100 H -6.79 10.77 5.23  0.221
101 O -0.09 -6.12 2.70  -0.587
102 H -0.54 -1.04 2.37  0.348
103 C -6.69 1.73 -2.97  -0.260
104 H -5.28 6.09 0.05  0.207
105 H -0.66 9.17 1.93  0.286
106 H -1.96 -0.21 2.93  0.372
107 C 7.49 -8.55 5.13  -0.804
108 C -5.76 11.02 4.99  -0.656
109 O 3.26 0.92 -5.23  -0.306
110 H -3.48 4.41 -3.35  0.344
111 H 8.60 -3.44 3.98  0.267
112 H -1.87 -9.93 -0.75  0.293
113 H -2.52 0.41 -9.74  0.299
114 C 2.47 2.83 -2.45  -0.881
115 H -1.45 3.99 -3.07  0.102
116 O -1.08 -0.87 -8.96  -0.345
117 H -2.55 10.78 1.44  0.311
118 O -5.50 -10.25 0.16  -0.555
119 C -4.79 3.37 1.92  -0.285
120 H 3.82 0.17 -7.00  0.330
121 C 5.50 0.04 -5.66  -1.201
122 H -8.67 -2.25 0.19  0.292
123 N 0.83 3.87 1.78  -0.348
124 H -10.65 -0.81 -0.35  0.299
125 C 3.11 4.39 2.31  -1.475
126 C -1.56 7.51 -1.28  0.738
127 H 6.22 -0.15 -6.46  0.392
128 C 8.86 -7.10 2.14  0.194
129 C -2.31 -0.65 -9.65  -0.639
130 H -4.71 5.65 3.19  0.437
131 O 7.96 -6.26 6.36  -0.598
132 O -1.00 7.82 -0.28  -0.337
133 H 3.56 -5.61 1.94  0.280
134 H -5.58 2.69 2.22  0.444
135 H -7.65 -8.28 -2.11  0.222
136 H 1.48 -0.17 -5.75  -0.006
137 H -1.42 -0.67 -4.97  0.351
138 H 8.56 -5.39 0.87  0.335
139 H -10.31 -0.82 1.39  0.362
140 H -2.31 -5.32 1.78  0.319
141 H -2.25 -4.24 0.37  0.254
142 H 7.02 -9.34 4.55  0.239
143 H 3.73 5.27 2.31  0.440
144 H -7.85 -0.85 0.89  0.282
145 O 2.92 6.32 0.19  -0.588
146 C -0.99 -0.27 -7.77  0.767
147 C 7.98 -6.20 1.30  -1.094
148 H -3.43 8.09 -1.96  0.131
149 C -3.13 -9.21 0.85  -0.037
150 O 9.84 -7.79 1.35  -0.384
151 O 6.74 -5.18 4.79  -0.250
152 H -1.70 -0.39 1.20  0.373
153 O -4.04 -8.53 -0.03  -0.313
154 C -5.17 -9.19 -0.29  0.754
155 H 0.19 1.01 -5.91  0.280
156 H -3.13 -1.14 -9.13  0.291
157 C 2.21 -4.98 3.49  -0.208
158 H 13.45 -7.91 -0.75  0.220
159 O 6.92 -7.32 4.67  -0.228
160 P -4.26 4.63 -1.33  0.476
161 N -1.50 6.15 -1.79  0.885
162 H 13.40 -6.66 0.52  0.296
163 O -3.49 11.36 3.70  -0.564
164 O 11.69 -7.82 0.24  -0.353
165 O 2.40 1.87 -3.50  -0.227
166 H 7.52 -6.76 0.49  0.361
167 C 7.27 -6.25 5.37  0.708
168 C 10.89 -7.05 0.98  0.732
169 C 3.04 -6.04 2.80  -0.954
170 H 6.89 -3.98 6.47  0.345
171 H -0.87 2.85 3.31  0.580
172 C -0.65 4.60 -3.47  -0.384
173 H -7.49 2.47 -2.96  0.297
174 N -4.72 6.19 -0.79  -0.542
175 H -5.90 2.03 -2.28  -0.147

=====

C51H90AsBrGeIN4O2PRbSi3Te | ωB97M-V/def2-TZVPD

Results
relative energy (zero: lowest compared OMol25 entry of this formula, charge and spin): 0.592 eV
2S+1: 2
HOMO (alpha / beta): -0.8 / -0.8 eV
total charge: -2
frontier orbital gap (alpha / beta): 4.19 / 3.85 eV
<S²>: 0.75
lowest unoccupied orbital energy (alpha / beta): 3.438 / 3.096 eV
strongest force on any atom: 1.790 eV Å⁻¹

Last column: Löwdin spin population.
Cartesian coordinates (Å):
1 H -5.20 4.60 1.17  0.000
2 H -1.67 -2.87 3.08  0.000
3 C 2.64 2.09 -5.90  0.000
4 H 1.09 1.51 5.97  0.000
5 H 4.60 -3.47 -1.85  0.000
6 H 2.30 0.54 5.13  0.009
7 N 4.15 -1.65 -0.87  0.000
8 Br -5.23 -5.18 1.35  0.000
9 C -4.92 -6.16 -1.28  0.000
10 H 1.54 -1.48 7.08  0.015
11 C 4.76 -0.33 -1.16  0.000
12 C -1.85 3.62 4.40  0.001
13 H -1.62 4.16 1.35  0.000
14 H -0.02 -5.05 -0.45  0.000
15 H -4.96 1.49 5.71  0.000
16 H 1.99 -1.27 -3.58  0.000
17 C 0.04 5.61 -2.37  0.000
18 H -1.68 5.88 -3.61  0.000
19 C -3.74 -4.08 -0.86  0.000
20 H -4.23 -1.63 -3.42  0.000
21 C 1.01 3.39 -2.42  0.000
22 H 3.84 0.08 -3.08  0.000
23 H -4.97 3.29 -1.10  0.001
24 H 1.77 1.58 -1.51  0.000
25 H 1.08 1.44 4.21  0.000
26 H 0.44 -2.94 4.19  0.000
27 H -4.55 0.12 -3.56  0.000
28 H -4.47 4.30 2.76  0.000
29 C 5.51 -1.21 2.71  0.000
30 C 0.02 7.02 -1.85  0.000
31 H 0.07 -2.73 -0.95  0.000
32 H -2.56 4.55 -0.10  0.000
33 N 3.41 -1.49 1.67  0.000
34 H 0.92 7.24 -1.27  0.000
35 H -2.58 -1.23 6.52  0.012
36 H -2.36 4.40 -5.29  0.000
37 H -5.79 -0.77 4.03  0.000
38 C 1.01 4.70 -1.98  0.000
39 C 0.87 -1.95 4.02  0.064
40 C -2.45 -3.03 3.83  0.006
41 C -2.13 3.73 0.49  -0.001
42 H 3.17 -2.63 -2.49  0.000
43 H -5.30 -1.55 2.53  0.000
44 C -5.19 -1.58 3.61  0.000
45 H 1.55 -4.46 2.11  0.000
46 H 3.53 -4.23 0.68  0.000
47 H -4.12 -0.39 6.32  0.001
48 H 0.25 -2.30 0.77  0.000
49 C 4.59 -2.25 2.08  0.000
50 H -2.61 -3.31 -2.50  0.000
51 C -2.51 -0.37 -3.04  0.000
52 C 3.88 -0.37 -6.09  0.000
53 H 4.80 -1.92 -4.11  0.000
54 C 3.37 -0.19 2.36  0.000
55 H 4.16 0.48 -0.72  0.000
56 H 2.32 4.06 -6.73  0.000
57 C 1.48 -4.91 1.11  0.000
58 C -0.95 3.87 -3.75  0.000
59 H 2.78 3.02 -1.25  0.000
60 H -4.38 -0.62 -1.96  0.000
61 H -5.57 -6.94 -0.91  0.000
62 Si -3.37 -1.39 4.15  0.015
63 H 6.22 -1.65 3.41  0.000
64 Rb -1.10 0.16 -0.62  0.002
65 H 5.47 0.69 -8.66  0.000
66 H -3.17 -5.20 -4.01  0.000
67 C -4.49 2.26 5.09  -0.001
68 C 3.79 1.93 -6.67  0.000
69 N -2.16 0.86 -3.26  0.000
70 H -5.60 -2.52 3.97  0.000
71 H 3.54 0.64 1.66  0.000
72 H -1.55 2.82 -5.51  0.000
73 C 2.56 -4.31 0.20  0.000
74 H 0.68 -1.70 2.97  0.000
75 C 4.44 0.70 -6.76  0.000
76 H 0.05 -2.42 7.00  0.000
77 H -2.37 0.89 7.20  0.001
78 H -0.84 7.19 -1.20  0.000
79 C -4.57 -5.11 -0.43  0.000
80 H 6.07 -0.68 1.93  0.000
81 H 0.89 3.33 -5.98  0.000
82 H 6.44 1.30 -7.33  0.000
83 H 4.21 2.78 -7.21  0.000
84 C -4.02 -0.65 -2.99  0.000
85 C 2.14 2.49 -1.97  0.000
86 I -3.39 -2.32 0.29  0.000
87 H -5.83 3.31 2.19  0.000
88 H -2.37 2.66 7.31  0.001
89 H 2.75 2.20 -2.83  0.000
90 H -4.09 -2.15 6.44  0.001
91 C -2.02 1.81 6.73  0.012
92 C -4.42 -6.18 -2.57  0.000
93 H -4.70 -6.99 -3.23  0.000
94 C 1.97 3.45 -5.90  0.000
95 H 1.95 -2.02 4.16  0.009
96 N 2.02 -3.00 -0.17  0.000
97 C 0.20 -4.43 0.42  0.000
98 H 4.31 -3.00 2.82  0.000
99 C 4.18 -2.49 -2.08  0.000
100 H -0.92 1.81 6.77  0.003
101 H 0.04 -0.81 7.72  0.000
102 P 2.79 -1.56 0.11  0.000
103 Ge -3.65 2.54 0.97  0.007
104 H -3.89 1.95 -1.55  0.000
105 C 0.46 -1.42 6.91  0.093
106 H 6.13 -0.44 -7.47  0.000
107 H -4.47 0.68 2.31  0.005
108 Si 0.07 -0.66 5.18  0.459
109 H -3.10 -3.83 3.46  0.000
110 H 5.06 -2.74 1.22  0.000
111 H -2.13 4.43 5.08  0.000
112 H -0.04 7.74 -2.67  0.000
113 C 2.15 -1.45 -4.65  0.000
114 H -0.76 3.55 4.39  0.000
115 H 2.67 -4.93 -0.70  0.000
116 H -4.97 2.23 4.11  0.000
117 C 4.80 -0.25 -2.68  0.000
118 H -2.80 2.96 -4.31  0.000
119 C 0.01 2.94 -3.30  0.000
120 H 5.57 0.43 -3.05  0.000
121 H 5.77 -0.28 -0.74  0.000
122 C 5.69 0.55 -7.60  0.000
123 Si -2.62 1.96 4.91  0.006
124 C -1.98 3.51 -4.78  0.000
125 Te -0.08 0.86 -3.79  0.000
126 H 1.79 5.03 -1.29  0.000
127 As -2.11 0.38 3.22  0.102
128 C 4.51 -0.26 3.38  0.001
129 H -1.96 -3.39 4.74  0.002
130 C 2.73 -0.22 -5.32  0.000
131 H 1.55 -5.99 1.20  0.000
132 H -2.16 3.91 3.39  0.000
133 H 1.16 -1.68 -5.06  0.000
134 C -4.57 2.33 -0.78  0.006
135 O 1.90 -0.41 -0.11  0.000
136 H 2.79 -2.32 -4.78  0.000
137 H -0.67 -4.44 1.08  0.000
138 H 4.15 -0.71 4.31  0.001
139 C 0.55 -3.01 -0.01  0.000
140 C 1.26 0.85 5.12  0.062
141 C 5.05 -1.71 -3.07  0.000
142 H 2.40 -0.03 2.83  0.000
143 C -3.49 0.80 1.84  0.087
144 H 6.11 -1.95 -2.91  0.000
145 H 4.92 0.72 3.60  0.000
146 O -1.71 -1.37 -2.87  0.000
147 H 4.35 -1.35 -6.17  0.000
148 C -3.58 -5.17 -3.00  0.000
149 C -4.91 3.82 1.88  0.000
150 H -4.71 3.24 5.53  0.000
151 H -5.41 1.63 -0.70  0.000
152 H 2.18 3.99 -4.97  0.000
153 H -1.38 3.25 -0.14  0.000
154 C -0.93 5.17 -3.27  0.000
155 C -3.25 -4.12 -2.16  0.000
156 C -3.56 -1.29 6.04  0.017
157 C 2.09 1.02 -5.16  0.000

=====

Question: strongest force on any atom of number 2 (C51H90AsBrGeIN4O2PRbSi3Te)?
Answer: 1.790 eV Å⁻¹